No. 1
Molecular formula: C27H66BrNO24P5
Method: DFT, ωB97M-V/def2-TZVPD

```
124
Properties=species:S:1:pos:R:3:forces:R:3
C -3.375 -7.212 -0.240 0.619 0.090 0.093
C -3.525 -8.197 -1.399 -0.743 0.646 -0.053
C -2.718 -7.812 -2.652 0.542 -0.212 -0.217
C -1.356 -7.165 -2.383 0.692 -0.531 0.029
C -0.655 -6.677 -3.659 -0.825 -0.094 -0.418
C -1.152 -5.332 -4.248 1.345 -0.249 0.207
C -1.056 -4.087 -3.326 -0.183 -0.347 -0.907
O -1.035 -2.936 -4.268 -0.702 -0.075 0.363
C -2.248 -2.535 -4.663 -0.422 0.725 -0.019
N -2.628 -1.221 -4.173 0.584 -0.320 -0.347
O -2.975 -3.146 -5.405 0.604 -0.114 0.275
C -2.361 -3.912 -2.472 -1.831 -0.243 1.249
O -3.279 -4.749 -2.649 0.749 -0.442 -0.621
O -2.480 -2.946 -1.692 1.122 0.412 -0.399
C 0.283 -4.034 -2.514 -0.686 0.773 0.592
Br 1.304 -2.382 -2.978 0.334 -0.523 0.003
C 0.111 -4.075 -0.970 1.142 0.481 0.285
C 0.114 -2.718 -0.240 -0.521 -0.081 0.372
H -2.317 -7.091 0.017 -0.114 -0.109 0.097
H -3.708 -6.208 -0.519 -0.186 -0.142 0.033
H -3.856 -7.560 0.678 -0.227 0.096 -0.173
H -4.583 -8.185 -1.696 0.084 -0.188 0.063
H -3.334 -9.216 -1.044 0.323 0.060 -0.184
H -2.515 -8.733 -3.220 -0.063 0.107 -0.010
H -3.263 -7.156 -3.335 -0.247 0.075 0.395
H -0.706 -7.943 -1.947 -0.065 0.144 0.094
H -1.397 -6.367 -1.646 -0.232 0.013 -0.132
H -0.865 -7.435 -4.430 0.148 0.105 0.009
H 0.435 -6.681 -3.562 -0.104 0.124 0.230
H -0.471 -5.103 -5.081 -0.095 -0.035 0.040
H -2.141 -5.437 -4.683 -0.124 0.204 0.352
H -3.589 -1.340 -3.867 -0.027 0.117 0.072
H -2.654 -0.643 -5.010 -0.163 0.154 0.086
H 0.977 -4.822 -2.786 -0.255 0.018 -0.341
H -0.743 -4.662 -0.634 -0.138 0.065 -0.435
H 1.003 -4.592 -0.588 -0.184 -0.175 -0.085
H -0.344 -2.861 0.747 0.115 -0.025 -0.070
H 1.121 -2.333 -0.077 -0.013 -0.079 -0.108
H -0.483 -1.965 -0.749 -0.003 -0.138 -0.078
C -4.719 -4.603 -7.253 -0.048 0.140 0.641
O -4.612 -3.963 -8.547 -2.794 1.075 0.061
P -5.634 -4.478 -9.732 4.355 -3.774 -3.586
O -5.429 -5.946 -9.721 -0.814 0.391 0.536
O -4.732 -3.737 -10.880 -0.553 0.819 0.401
C -4.231 -2.415 -10.657 0.199 -0.141 -0.119
O -7.007 -4.422 -10.678 -0.433 1.656 2.570
C -7.569 -3.129 -10.957 0.053 -0.056 -0.218
H -4.317 -3.917 -6.505 -0.205 -0.217 -0.433
H -5.756 -4.831 -7.011 0.023 -0.124 -0.046
H -4.130 -5.518 -7.255 -0.080 -0.027 -0.185
H -3.208 -2.467 -10.287 -0.039 0.043 0.100
H -4.842 -1.863 -9.941 0.094 0.053 0.010
H -4.236 -1.882 -11.608 -0.051 -0.089 -0.047
H -7.062 -2.683 -11.815 0.046 0.004 0.059
H -7.488 -2.461 -10.098 -0.081 0.071 -0.058
H -8.623 -3.259 -11.197 0.023 -0.082 0.043
C -3.018 -2.477 2.498 0.036 0.239 -0.485
O -3.859 -3.360 3.259 -0.150 1.744 3.040
P -3.072 -4.408 4.294 0.589 -6.296 -6.140
O -2.134 -4.916 3.245 0.753 0.705 0.648
O -4.405 -5.353 4.403 -0.349 1.064 1.200
C -5.666 -4.775 4.754 -0.090 -0.133 -0.257
O -2.288 -5.293 5.499 -0.749 2.979 1.754
C -2.796 -5.196 6.840 -0.006 -0.284 -0.070
H -3.612 -1.620 2.187 -0.127 -0.058 0.150
H -2.163 -2.126 3.073 0.051 -0.062 -0.078
H -2.681 -3.012 1.612 0.088 -0.021 0.069
H -6.236 -4.561 3.850 0.024 0.097 0.017
H -5.547 -3.855 5.329 -0.096 0.020 -0.026
H -6.217 -5.496 5.357 0.092 -0.049 0.008
H -3.619 -5.902 6.977 -0.037 0.060 -0.013
H -3.143 -4.185 7.067 0.001 -0.044 0.150
H -1.994 -5.450 7.530 0.033 0.016 -0.058
C 2.577 3.038 4.578 0.185 0.352 0.145
O 1.470 2.191 4.939 1.667 -1.739 1.642
P 1.530 0.625 4.399 -4.427 0.124 -5.292
O 1.789 0.811 2.953 0.878 -0.035 0.674
O -0.061 0.420 4.726 0.447 -0.017 1.019
C -0.612 0.903 5.954 -0.163 0.042 -0.216
O 1.837 -1.005 4.508 1.589 1.590 2.209
C 1.694 -1.621 5.800 -0.194 -0.089 -0.083
H 2.636 3.853 5.295 -0.065 -0.072 0.044
H 3.516 2.487 4.592 0.032 0.061 -0.110
H 2.406 3.451 3.586 -0.017 -0.187 -0.061
H -1.062 1.883 5.794 0.066 0.039 0.065
H 0.142 0.979 6.738 -0.075 0.060 0.044
H -1.387 0.208 6.278 0.026 -0.062 -0.080
H 0.649 -1.890 5.966 0.014 0.049 0.002
H 2.031 -0.951 6.593 -0.001 -0.139 0.110
H 2.299 -2.525 5.823 0.031 0.048 -0.106
C 3.459 7.763 3.160 -0.112 0.061 -0.439
O 3.482 8.275 4.505 2.892 0.287 -0.231
P 4.274 7.363 5.633 -5.466 -2.630 3.501
O 3.652 6.031 5.428 0.921 0.155 -0.585
O 3.553 8.213 6.831 0.720 0.724 -0.285
C 3.473 9.641 6.754 -0.242 -0.096 0.099
O 5.510 6.905 6.647 1.204 1.623 -2.457
C 6.404 7.931 7.117 -0.049 -0.029 0.232
H 3.303 8.599 2.481 0.140 0.098 0.129
H 4.397 7.277 2.905 -0.051 -0.041 -0.092
H 2.635 7.060 3.057 0.082 -0.103 0.181
H 2.505 9.933 6.350 0.047 0.039 -0.079
H 4.263 10.061 6.131 -0.064 0.077 -0.003
H 3.570 10.042 7.763 0.018 -0.108 0.037
H 5.978 8.417 7.997 -0.048 0.008 -0.059
H 6.601 8.677 6.346 0.093 0.028 0.062
H 7.346 7.462 7.394 -0.048 -0.077 -0.060
C 5.554 12.661 0.089 -0.123 0.301 -0.044
O 6.762 11.889 0.162 -0.589 -0.973 -2.684
P 6.589 10.237 0.169 1.448 -1.634 6.755
O 5.600 10.050 1.259 -0.504 0.211 -0.955
O 8.130 10.076 0.691 0.167 0.313 -1.025
C 9.182 10.843 0.092 0.061 -0.010 0.279
O 6.584 8.691 -0.434 -0.554 2.110 -2.401
C 7.442 8.398 -1.556 0.149 -0.201 0.097
H 5.805 13.641 -0.316 0.109 -0.078 -0.043
H 4.817 12.190 -0.558 -0.087 0.043 0.075
H 5.144 12.782 1.089 -0.014 -0.173 0.005
H 9.373 11.734 0.690 -0.030 0.051 -0.074
H 8.940 11.142 -0.928 0.073 0.055 0.014
H 10.083 10.231 0.074 -0.066 -0.088 0.037
H 8.446 8.161 -1.199 -0.025 0.069 0.031
H 7.490 9.234 -2.254 0.032 -0.069 -0.072
H 7.038 7.533 -2.076 -0.090 0.027 0.070
```
Forces are in eV/Å.

Lowest unoccupied orbital energy   -0.44 eV
Total charge   -1
HOMO-LUMO gap   4.2 eV

=====

No. 2
Molecular formula: C29H31BN9O6Sn
Method: DFT, ωB97M-V/def2-TZVPD

```
77
Properties=species:S:1:pos:R:3:forces:R:3
Sn 0.651 -0.377 -0.825 0.652 0.298 -0.006
C 1.876 -3.176 -1.247 0.002 -0.112 -0.031
N 0.441 -2.871 -1.340 0.161 0.047 0.065
C -0.036 -3.188 -2.680 -0.082 -0.046 -0.055
C -0.278 -3.496 -0.259 -0.018 -0.078 -0.102
C -1.006 -4.654 -0.448 0.002 -0.071 0.016
C -1.619 -5.307 0.618 0.011 0.037 -0.001
C -1.437 -4.791 1.888 -0.009 -0.003 -0.024
C -0.722 -3.620 2.089 0.062 -0.027 0.175
C -0.165 -2.893 1.022 0.023 -0.100 0.028
N 0.543 -1.724 1.098 -0.448 0.180 -0.203
C 0.666 -0.992 2.278 0.029 -0.032 0.114
C -0.319 -0.869 3.263 -0.182 0.039 -0.032
C -0.130 -0.100 4.396 0.057 0.025 0.068
C 1.057 0.591 4.591 -0.022 -0.021 -0.061
C 2.033 0.518 3.608 -0.030 0.127 0.031
C 1.842 -0.236 2.459 0.055 -0.135 -0.010
N 2.837 -0.293 1.435 0.046 0.132 0.152
C 3.748 -1.401 1.612 -0.014 -0.129 -0.038
C 3.526 0.948 1.170 0.063 0.050 -0.020
H 2.058 -4.236 -1.457 0.010 -0.018 0.025
H 2.232 -2.932 -0.249 0.015 0.019 0.016
H 2.416 -2.574 -1.979 0.040 0.024 -0.051
H 0.232 -4.213 -2.969 -0.022 -0.012 -0.003
H 0.425 -2.498 -3.385 0.013 0.000 -0.026
H -1.116 -3.073 -2.733 0.005 0.004 0.002
H -1.086 -5.074 -1.441 -0.031 -0.003 -0.042
H -2.201 -6.203 0.451 0.002 -0.013 0.004
H -1.862 -5.294 2.749 -0.009 -0.024 0.009
H -0.579 -3.268 3.101 -0.037 0.002 -0.057
H -1.291 -1.308 3.089 0.060 -0.036 0.010
H -0.934 -0.019 5.116 -0.018 0.015 0.027
H 1.214 1.193 5.476 -0.006 0.008 0.012
H 2.959 1.068 3.726 0.004 0.008 0.007
H 4.430 -1.246 2.467 -0.008 -0.012 -0.014
H 4.351 -1.532 0.711 0.038 -0.018 -0.032
H 3.178 -2.314 1.787 0.018 0.000 -0.008
H 4.322 1.175 1.899 -0.024 0.016 0.001
H 2.812 1.771 1.167 0.019 -0.014 -0.028
H 3.987 0.894 0.179 0.027 0.002 -0.003
B -1.101 -0.139 -4.573 0.053 0.011 0.058
N -1.819 -0.523 -3.210 0.186 0.035 -0.086
C -3.121 -0.827 -3.219 -0.092 -0.007 -0.086
C -3.537 -1.140 -1.938 0.034 -0.008 -0.058
C -2.383 -0.996 -1.175 -0.059 -0.105 0.092
N -1.361 -0.634 -1.948 -0.032 0.104 0.138
N 0.424 0.177 -4.470 -0.205 -0.064 -0.012
C 1.153 0.662 -5.485 0.007 0.078 -0.026
C 2.479 0.706 -5.093 -0.024 0.012 0.009
C 2.454 0.219 -3.784 0.058 0.035 -0.034
N 1.214 -0.101 -3.429 -0.212 -0.245 -0.002
H -1.650 0.850 -5.006 -0.025 -0.003 -0.023
H -1.252 -1.081 -5.324 -0.002 -0.045 0.024
H -3.664 -0.798 -4.147 -0.045 0.009 -0.045
H -4.520 -1.423 -1.612 -0.036 -0.007 0.021
H -2.234 -1.134 -0.115 -0.014 0.075 0.028
H 0.678 0.948 -6.407 -0.018 0.020 -0.062
H 3.322 1.055 -5.661 0.036 0.013 -0.027
H 3.259 0.102 -3.075 0.033 0.004 0.027
O -1.693 0.911 1.497 -0.173 -0.127 0.056
C -1.178 1.747 0.765 -0.206 0.089 -0.124
O -0.521 1.551 -0.304 0.263 -0.010 0.149
C -1.352 3.214 1.138 -0.026 0.028 0.105
C -2.309 3.556 2.086 0.134 0.019 -0.064
C -2.465 4.886 2.427 -0.120 0.076 0.140
C -1.698 5.900 1.886 0.012 -0.121 -0.040
C -0.750 5.514 0.959 0.075 0.203 -0.086
C -0.564 4.202 0.564 -0.091 -0.114 0.012
N 0.101 6.569 0.366 -0.031 -0.139 0.144
O 1.021 6.216 -0.340 -0.017 0.070 -0.043
O -0.165 7.723 0.639 0.037 0.032 -0.064
N -3.493 5.256 3.425 0.109 -0.053 -0.139
O -3.544 6.421 3.769 -0.056 -0.001 0.054
O -4.224 4.379 3.832 -0.012 0.041 0.044
H -2.902 2.778 2.543 -0.015 -0.008 -0.002
H -1.831 6.931 2.171 0.006 -0.029 -0.006
H 0.170 3.938 -0.183 0.013 0.003 0.010
```
Forces are in eV/Å.

Lowest unoccupied orbital energy   1.36 eV
Total charge   -1
Energy relative to the best compared isomer or geometry (same formula, charge and spin)   0.333 eV
HOMO-LUMO gap   5.6 eV

=====

The max |F| results, record by record, are as follows: 8.81 0.72 eV/Å.